A 2-piece molecular cluster, C4H9NO2 overall, computed with ωB97M-V with the def2-TZVPD basis set.

The geometry in ORCA input format:
```
! RIJCOSX wB97M-V def2-TZVPD def2/J DEFGRID3
* xyz 0 1
C -0.761 -0.662 1.646
C -0.027 0.670 1.728
N 0.132 1.278 0.410
C -0.676 1.787 -0.338
O -1.365 2.300 -1.136
O 1.459 -0.854 -1.048
C 0.738 -0.844 -2.260
H -0.215 -1.351 0.994
H -0.847 -1.104 2.644
H -1.771 -0.525 1.244
H -0.554 1.377 2.377
H 0.975 0.529 2.141
H 1.289 -0.007 -0.608
H 1.177 -0.173 -3.014
H 0.763 -1.862 -2.658
H -0.317 -0.559 -2.123
*
```

Values from the calculation:
- LUMO level (Eh) = 0.024
- HOMO (eV) = -10.13
- SMILES = CCN=C=O.CO
- energy relative to the best compared isomer or geometry (same formula, charge and spin) (kcal/mol) = 34.0
- electronic energy (Ha) = -363.03139
- largest force on an atom (Eh/bohr) = 0.014

Mulliken atomic charge list, values in e, 4 entries:
1. C -0.9392
2. C -0.3990
3. N -0.5213
4. C 0.7564